The following is a quantum chemistry calculation of a cluster of 3 separate species, C4H10O3 in total in a non-equilibrium geometry, from OMol25.

## Properties
Multiplicity ... 2
E_tot ... -10442.426 eV
ΔE to the lowest compared entry with this formula, charge and spin ... 91.4 kJ/mol
Charge ... +1
Max |F| ... 0.0364 Eh/bohr

Each atom is followed by the atoms it is bonded to, with distances in Å.
CARTESIAN COORDINATES (ANGSTROEM)
1 C 0.1632 0.7699 2.5318  C2 1.318, H6 1.088, H7 1.082
2 C -0.7562 0.8484 1.5909  C1 1.318, C3 1.453, H8 1.100
3 C -0.8201 1.7908 0.4866  C2 1.453, C4 1.382, H9 1.091
4 C -0.5292 1.4507 -0.8212  C3 1.382, O5 1.297, H10 1.091
5 O -0.6273 2.3586 -1.7420  C4 1.297, H11 0.974
6 H 0.0326 0.0997 3.3795  C1 1.088
7 H 1.1551 1.1939 2.6133  C1 1.082
8 H -1.7375 0.3561 1.6602  C2 1.100
9 H -1.0929 2.8291 0.6798  C3 1.091
10 H -0.0787 0.5152 -1.1551  C4 1.091
11 H -0.5988 2.0278 -2.6579  O5 0.974
12 H 0.5337 -2.1070 -1.7981  O14 0.991
13 H 1.3646 -0.8060 -2.1447  O14 0.963
14 O 0.7390 -1.4436 -2.5051  H12 0.991, H13 0.963
15 H 0.2758 -3.1508 0.6189  O17 0.980
16 H 1.4430 -3.5381 -0.4113  O17 0.976
17 O 0.5337 -3.1947 -0.3257  H15 0.980, H16 0.976

=====

The following is a quantum chemistry calculation of a cluster of 2 separate species, C4H10O3S in total in a non-equilibrium geometry, from OMol25.

## Properties
Multiplicity ... 1
E_tot ... -21286.443 eV
SMILES ... C[C@@H](O)SO.C=CO
ΔE to the lowest compared entry with this formula, charge and spin ... 187.6 kJ/mol
Max |F| ... 0.0209 Eh/bohr

Each atom is followed by the atoms it is bonded to, with distances in Å.
CARTESIAN COORDINATES (ANGSTROEM)
1 C -1.4455 2.7923 -0.5229  C2 1.518, H6 1.086, H7 1.089, H8 1.088
2 C -0.2652 2.0202 0.0381  C1 1.518, O3 1.389, S4 1.853, H9 1.091
3 O -0.5520 1.3438 1.2174  C2 1.389, H10 0.967
4 S 0.3392 0.8278 -1.2443  C2 1.853, O5 1.659
5 O -0.9935 -0.1574 -1.3040  S4 1.659, H11 0.973
6 H -1.1446 3.3266 -1.4192  C1 1.086
7 H -2.2447 2.0997 -0.7843  C1 1.089
8 H -1.8149 3.5028 0.2136  C1 1.088
9 H 0.5934 2.6641 0.2369  C2 1.091
10 H -1.3350 0.7964 1.0649  O3 0.967
11 H -0.8229 -0.9182 -0.7212  O5 0.973
12 C 2.1772 -2.9803 0.5419  C13 1.318, H15 1.077, H16 1.073
13 C 1.0023 -2.6711 0.0296  C12 1.318, O14 1.362, H17 1.080
14 O 0.0665 -1.8812 0.6251  C13 1.362, H18 0.967
15 H 2.4986 -2.6035 1.4988  C12 1.077
16 H 2.8586 -3.6201 0.0158  C12 1.073
17 H 0.6528 -3.0382 -0.9238  C13 1.080
18 H 0.4298 -1.5036 1.4377  O14 0.967

=====

The following is a quantum chemistry calculation of a cluster of 2 separate species, C4H10O4 in total in a non-equilibrium geometry, from OMol25.

## Properties
Multiplicity ... 1
E_tot ... -12499.795 eV
SMILES ... C[C@@H](O)CC(=O)O.O
ΔE to the lowest compared entry with this formula, charge and spin ... 78.3 kJ/mol
Max |F| ... 0.0539 Eh/bohr

Each atom is followed by the atoms it is bonded to, with distances in Å.
CARTESIAN COORDINATES (ANGSTROEM)
1 C -1.5211 1.2172 -0.7956  C2 1.514, H8 1.121, H9 1.093, H10 1.095
2 C -0.6250 0.0058 -0.6510  C1 1.514, O3 1.415, C4 1.560, H11 1.086
3 O -0.0224 -0.2635 -1.9024  C2 1.415, H12 0.941
4 C 0.5344 0.3537 0.3328  C2 1.560, C5 1.472, H13 1.100, H14 1.087
5 C 0.0932 0.5800 1.7182  C4 1.472, O6 1.211, O7 1.333
6 O 0.4130 1.5766 2.3264  C5 1.211
7 O -0.7039 -0.3366 2.2662  C5 1.333, H15 0.951
8 H -1.9656 1.2794 -1.8226  C1 1.121
9 H -1.1497 2.2401 -0.9009  C1 1.093
10 H -2.3745 1.2712 -0.1120  C1 1.095
11 H -1.0553 -0.8974 -0.2292  C2 1.086
12 H -0.4518 0.0655 -2.6726  O3 0.941
13 H 1.2197 -0.5012 0.2355  C4 1.100
14 H 1.1238 1.1656 -0.0851  C4 1.087
15 H -0.8078 -0.2832 3.2098  O7 0.951
16 O 2.1226 -2.4586 -0.1130  H17 0.942, H18 0.960
17 H 2.9850 -2.3044 0.2326  O16 0.942
18 H 2.1855 -2.7103 -1.0371  O16 0.960

=====

> E_tot of number 2 (C4H10O3S)?

-21286.443 eV

=====

> Which value of max |F| does entry 3 give?

0.0539 Eh/bohr

=====

> Look up the E_tot of the third one.

-12499.795 eV